The following is a quantum chemistry calculation of a cluster of 13 separate species, C59H130B6F24N7O3 in total in a non-equilibrium geometry, from OMol25.

Computed properties:
Electronic energy (Ha): -5481.8515
Relative energy (zero: lowest compared OMol25 entry of this formula, charge and spin) (kJ/mol): 42.53
HOMO (eV): -12.461
Max |F| (hartree/bohr): 0.06782
Net charge: +1
LUMO (eV): -3.859
Frontier orbital gap (Eh): 0.3161

Positions of all 229 atoms, in Å:
C (4.373, -0.564, -3.987)
C (3.203, -1.570, -3.794)
C (2.224, -1.760, -5.033)
C (2.788, -2.475, -6.300)
C (3.175, -3.909, -5.840)
C (4.134, -3.989, -4.599)
N (3.879, -2.964, -3.530)
O (4.153, -3.197, -2.426)
C (5.641, -3.808, -5.019)
C (3.965, -5.380, -4.018)
C (2.388, -1.087, -2.582)
H (5.020, -0.661, -4.798)
H (5.015, -0.556, -3.115)
H (3.870, 0.373, -4.100)
H (1.871, -0.767, -5.326)
H (1.427, -2.343, -4.597)
H (3.670, -1.974, -6.654)
H (2.048, -2.547, -7.054)
H (3.673, -4.392, -6.736)
H (2.227, -4.449, -5.617)
H (5.872, -3.017, -5.818)
H (5.906, -4.841, -5.144)
H (6.237, -3.432, -4.145)
H (4.264, -6.135, -4.720)
H (2.933, -5.578, -3.720)
H (4.498, -5.501, -3.088)
H (1.581, -1.724, -2.416)
H (1.918, -0.114, -2.898)
H (2.994, -1.011, -1.683)
C (-2.728, -5.253, -2.199)
C (-3.802, -4.456, -2.911)
C (-4.957, -4.074, -1.978)
C (-5.579, -2.645, -2.301)
C (-4.596, -1.591, -2.021)
C (-3.310, -1.614, -2.870)
N (-3.007, -3.044, -3.296)
O (-2.032, -3.271, -3.987)
C (-2.089, -1.146, -2.157)
C (-3.565, -0.891, -4.261)
C (-4.212, -5.026, -4.243)
H (-3.152, -6.241, -1.777)
H (-2.388, -4.623, -1.360)
H (-1.855, -5.413, -2.864)
H (-4.562, -3.874, -1.003)
H (-5.601, -4.937, -1.787)
H (-6.472, -2.361, -1.749)
H (-5.886, -2.572, -3.379)
H (-4.322, -1.391, -0.962)
H (-5.195, -0.787, -2.480)
H (-1.252, -1.171, -2.939)
H (-1.801, -1.746, -1.289)
H (-2.327, -0.139, -1.879)
H (-3.603, 0.149, -4.042)
H (-4.479, -1.196, -4.861)
H (-2.698, -1.129, -4.893)
H (-3.358, -5.381, -4.832)
H (-4.577, -4.230, -4.998)
H (-5.005, -5.754, -4.059)
C (-5.072, 2.059, 3.805)
C (-6.652, 1.749, 3.654)
C (-7.048, 0.625, 2.708)
N (-6.768, -0.849, 2.889)
C (-7.444, -1.400, 4.052)
C (-8.969, -1.298, 3.970)
C (-9.496, -2.070, 2.706)
C (-8.746, -1.630, 1.452)
C (-7.305, -1.628, 1.660)
C (-5.255, -1.144, 2.910)
H (-4.980, 3.052, 4.340)
H (-4.573, 2.064, 2.866)
H (-4.662, 1.189, 4.320)
H (-7.199, 2.585, 3.275)
H (-7.020, 1.520, 4.673)
H (-6.591, 0.838, 1.731)
H (-8.094, 0.672, 2.600)
H (-7.053, -0.950, 4.977)
H (-7.190, -2.471, 4.120)
H (-9.283, -0.299, 3.830)
H (-9.262, -1.704, 5.000)
H (-10.581, -2.034, 2.616)
H (-9.348, -3.137, 2.879)
H (-9.125, -0.636, 1.080)
H (-8.927, -2.264, 0.528)
H (-6.780, -1.179, 0.832)
H (-6.933, -2.658, 1.832)
H (-5.102, -2.280, 2.971)
H (-4.786, -0.696, 3.824)
H (-4.810, -0.858, 1.932)
C (4.557, -2.444, 2.975)
C (3.457, -2.959, 2.127)
C (2.692, -3.918, 3.093)
N (1.397, -4.657, 2.603)
C (1.763, -5.673, 1.554)
C (0.673, -6.724, 1.319)
C (0.122, -7.388, 2.583)
C (-0.280, -6.223, 3.581)
C (0.812, -5.265, 3.822)
C (0.480, -3.698, 2.053)
H (4.973, -3.271, 3.621)
H (4.246, -1.658, 3.610)
H (5.440, -2.082, 2.440)
H (3.870, -3.447, 1.250)
H (2.804, -2.084, 1.876)
H (2.412, -3.348, 3.966)
H (3.347, -4.715, 3.443)
H (2.799, -6.029, 1.602)
H (1.785, -5.093, 0.620)
H (1.016, -7.471, 0.644)
H (-0.197, -6.189, 0.963)
H (0.874, -8.073, 3.038)
H (-0.725, -8.036, 2.319)
H (-0.533, -6.636, 4.567)
H (-1.159, -5.826, 3.064)
H (1.708, -5.829, 4.305)
H (0.497, -4.481, 4.466)
H (0.217, -2.994, 2.787)
H (-0.418, -4.234, 1.762)
H (0.895, -3.219, 1.156)
C (-2.395, 4.331, -2.299)
C (-1.217, 3.891, -1.448)
C (-1.619, 2.748, -0.534)
N (-0.526, 2.147, 0.288)
C (-1.249, 1.102, 1.077)
C (-0.313, 0.340, 2.033)
C (0.883, -0.191, 1.294)
C (1.604, 0.961, 0.476)
C (0.584, 1.517, -0.492)
C (-0.013, 3.096, 1.269)
H (-1.996, 5.069, -2.986)
H (-3.102, 4.926, -1.711)
H (-2.984, 3.635, -2.788)
H (-0.963, 4.787, -0.847)
H (-0.422, 3.530, -2.104)
H (-2.096, 1.889, -1.097)
H (-2.264, 3.124, 0.202)
H (-1.632, 0.486, 0.293)
H (-2.089, 1.456, 1.653)
H (-0.858, -0.548, 2.439)
H (-0.041, 0.904, 2.946)
H (0.580, -0.911, 0.454)
H (1.515, -0.696, 2.049)
H (2.412, 0.543, -0.119)
H (2.043, 1.732, 1.126)
H (0.151, 0.771, -1.158)
H (1.039, 2.323, -1.193)
H (0.522, 3.815, 0.698)
H (0.742, 2.614, 1.917)
H (-0.843, 3.454, 1.876)
C (6.382, 4.863, -0.824)
C (5.922, 5.688, -2.014)
C (4.397, 5.700, -2.540)
N (3.796, 7.108, -2.767)
C (4.666, 8.016, -3.636)
C (4.688, 7.513, -5.040)
C (3.232, 7.392, -5.585)
C (2.429, 6.460, -4.735)
C (2.389, 6.998, -3.339)
C (3.565, 7.851, -1.466)
H (5.841, 4.997, 0.100)
H (7.458, 5.045, -0.755)
H (6.269, 3.841, -0.976)
H (6.593, 5.526, -2.820)
H (6.097, 6.691, -1.664)
H (3.700, 5.239, -1.870)
H (4.287, 5.180, -3.484)
H (5.598, 7.994, -3.151)
H (4.258, 9.031, -3.705)
H (5.148, 6.552, -5.256)
H (5.172, 8.277, -5.689)
H (3.271, 7.090, -6.624)
H (2.760, 8.391, -5.483)
H (2.705, 5.382, -4.756)
H (1.372, 6.481, -5.115)
H (1.827, 6.332, -2.622)
H (2.032, 8.000, -3.372)
H (2.595, 7.453, -1.131)
H (3.374, 8.906, -1.700)
H (4.307, 7.607, -0.729)
C (4.324, 3.369, 4.900)
N (2.929, 3.281, 5.513)
C (2.411, 4.728, 5.657)
C (1.956, 2.454, 4.651)
C (2.946, 2.710, 6.910)
C (3.711, 1.458, 7.108)
O (3.519, 1.186, 8.478)
H (4.773, 2.363, 4.773)
H (4.928, 3.925, 5.570)
H (4.138, 3.905, 3.970)
H (2.987, 5.263, 6.407)
H (1.385, 4.658, 5.961)
H (2.471, 5.107, 4.616)
H (2.249, 1.381, 4.616)
H (1.961, 2.897, 3.624)
H (1.009, 2.505, 5.154)
H (1.907, 2.655, 7.282)
H (3.417, 3.587, 7.473)
H (4.744, 1.611, 6.968)
H (3.265, 0.693, 6.522)
H (3.019, 0.331, 8.514)
B (-3.431, -4.021, 1.836)
F (-2.507, -4.946, 1.198)
F (-3.270, -2.763, 1.140)
F (-4.744, -4.416, 1.813)
F (-3.018, -3.921, 3.146)
B (1.176, -1.408, 5.534)
F (0.293, -1.926, 4.633)
F (0.555, -0.349, 6.296)
F (1.653, -2.425, 6.340)
F (2.312, -0.732, 4.936)
B (2.469, 2.677, -4.464)
F (1.984, 1.418, -4.758)
F (1.938, 3.484, -5.460)
F (1.988, 3.065, -3.213)
F (3.910, 2.709, -4.482)
B (2.523, 5.239, 1.264)
F (3.389, 6.214, 1.671)
F (1.394, 5.253, 2.072)
F (2.102, 5.364, -0.117)
F (3.169, 3.999, 1.443)
B (-5.058, 1.581, -0.273)
F (-4.501, 1.423, -1.623)
F (-6.316, 0.883, -0.221)
F (-4.142, 0.971, 0.622)
F (-5.199, 2.963, 0.046)
B (0.919, -4.278, -1.924)
F (0.601, -5.584, -1.612)
F (1.369, -4.213, -3.319)
F (-0.176, -3.335, -1.734)
F (1.980, -3.763, -1.131)


The following is a quantum chemistry calculation of a structure of composition C59H143BaN4O18 in a non-equilibrium geometry, from OMol25.

Computed properties:
Electronic energy (Ha): -3932.2642
HOMO (eV): -9.048
Max |F| (hartree/bohr): 0.09004
Net charge: +1
LUMO (eV): -2.933
Frontier orbital gap (Eh): 0.2247

Positions of all 225 atoms, in Å:
Ba (-3.898, -0.701, -1.422)
O (-0.088, 0.202, 0.953)
C (-1.157, -0.165, 0.324)
O (-2.059, -0.871, 0.811)
O (-1.338, 0.171, -0.853)
H (0.280, 0.762, 0.266)
C (-2.894, 3.472, -4.026)
C (-2.733, 1.919, -4.068)
O (-3.780, 1.365, -3.299)
H (-2.662, 3.825, -3.021)
H (-3.895, 3.783, -4.327)
H (-2.265, 4.123, -4.634)
H (-1.757, 1.629, -3.679)
H (-2.851, 1.637, -5.114)
H (-4.598, 1.767, -3.603)
C (3.404, 1.639, 2.910)
C (3.841, 3.107, 3.120)
O (4.973, 3.327, 2.379)
H (3.145, 1.482, 1.863)
H (2.632, 1.391, 3.638)
H (4.334, 1.151, 3.202)
H (4.010, 3.393, 4.159)
H (3.073, 3.805, 2.787)
H (5.388, 4.137, 2.687)
C (-4.648, -5.329, -2.033)
C (-4.672, -4.094, -1.069)
O (-3.432, -3.410, -1.067)
H (-3.939, -6.065, -1.653)
H (-4.414, -5.082, -3.069)
H (-5.596, -5.850, -1.895)
H (-4.757, -4.474, -0.051)
H (-5.488, -3.396, -1.261)
H (-2.734, -3.959, -0.704)
C (1.542, 5.997, 1.311)
C (2.502, 6.987, 0.719)
O (2.286, 7.107, -0.676)
H (1.896, 4.991, 1.087)
H (0.572, 6.120, 0.830)
H (1.459, 6.180, 2.382)
H (3.539, 6.721, 0.927)
H (2.414, 8.020, 1.057)
H (1.546, 7.714, -0.757)
C (1.686, -5.721, -2.349)
C (1.468, -4.431, -1.501)
O (1.189, -4.856, -0.254)
H (1.828, -5.555, -3.417)
H (0.839, -6.408, -2.341)
H (2.621, -6.226, -2.105)
H (0.587, -3.904, -1.867)
H (2.315, -3.756, -1.615)
H (0.361, -4.448, 0.008)
C (-6.838, -3.097, 2.272)
C (-6.663, -1.914, 1.251)
O (-5.289, -1.537, 1.005)
H (-6.420, -4.058, 1.973)
H (-7.909, -3.171, 2.462)
H (-6.341, -2.762, 3.183)
H (-7.282, -1.103, 1.635)
H (-7.134, -2.219, 0.317)
H (-5.018, -1.363, 1.910)
C (-2.883, -3.861, 2.865)
C (-1.489, -4.073, 2.174)
O (-1.448, -3.695, 0.842)
H (-2.836, -4.204, 3.899)
H (-3.586, -4.616, 2.514)
H (-3.294, -2.854, 2.784)
H (-1.218, -5.124, 2.275)
H (-0.770, -3.482, 2.741)
H (-1.608, -2.748, 0.852)
C (-6.633, 0.462, 3.875)
C (-5.228, 0.368, 4.349)
O (-4.637, -0.567, 3.487)
H (-7.107, -0.520, 3.874)
H (-6.656, 0.919, 2.886)
H (-7.178, 1.090, 4.580)
H (-5.051, -0.071, 5.331)
H (-4.713, 1.327, 4.303)
H (-3.684, -0.456, 3.500)
C (-1.261, -1.369, 5.532)
C (-0.795, -0.709, 4.242)
O (-1.990, -0.380, 3.559)
H (-1.810, -0.680, 6.174)
H (-0.358, -1.626, 6.085)
H (-1.754, -2.333, 5.406)
H (-0.184, -1.399, 3.660)
H (-0.158, 0.128, 4.528)
H (-1.785, -0.402, 2.621)
C (-0.765, -2.086, -3.576)
C (-1.950, -2.827, -4.165)
O (-3.030, -2.103, -3.744)
H (-0.643, -1.040, -3.858)
H (0.153, -2.585, -3.887)
H (-0.672, -1.983, -2.495)
H (-2.146, -3.880, -3.964)
H (-1.939, -2.844, -5.254)
H (-3.693, -2.226, -4.427)
C (-3.448, 2.700, 0.276)
C (-4.992, 2.720, -0.008)
O (-5.249, 1.440, -0.633)
H (-3.310, 2.004, 1.103)
H (-3.086, 3.667, 0.626)
H (-2.898, 2.498, -0.643)
H (-5.220, 3.623, -0.574)
H (-5.632, 2.761, 0.873)
H (-6.170, 1.488, -0.901)
C (0.171, 3.172, -0.840)
C (1.414, 2.837, -1.763)
C (2.646, 3.208, -0.922)
C (3.993, 2.631, -1.285)
C (3.830, 1.166, -1.424)
C (2.660, 0.665, -2.348)
N (1.418, 1.386, -2.006)
O (0.359, 1.003, -2.800)
C (3.126, 0.750, -3.795)
C (2.449, -0.861, -1.972)
C (1.333, 3.656, -3.105)
H (0.229, 4.204, -0.496)
H (0.182, 2.501, 0.018)
H (-0.797, 3.075, -1.332)
H (2.784, 4.287, -0.974)
H (2.518, 2.912, 0.119)
H (4.706, 2.851, -0.491)
H (4.442, 3.157, -2.128)
H (3.745, 0.667, -0.458)
H (4.734, 0.839, -1.937)
H (4.116, 0.319, -3.941)
H (2.521, 0.153, -4.477)
H (3.167, 1.754, -4.218)
H (3.424, -1.329, -2.106)
H (2.059, -1.006, -0.964)
H (1.743, -1.332, -2.656)
H (0.327, 3.501, -3.494)
H (2.129, 3.431, -3.815)
H (1.431, 4.735, -2.985)
H (-0.232, 0.659, -2.125)
C (-1.710, 1.880, 7.538)
C (-1.334, 3.204, 6.764)
C (0.069, 3.690, 7.314)
C (0.644, 4.930, 6.571)
C (0.774, 4.617, 5.099)
C (-0.502, 3.975, 4.367)
N (-1.255, 2.995, 5.255)
O (-2.324, 2.394, 4.689)
C (-1.368, 5.167, 3.947)
C (0.088, 3.150, 3.237)
C (-2.448, 4.191, 7.193)
H (-0.952, 1.127, 7.317)
H (-2.649, 1.454, 7.184)
H (-1.772, 2.163, 8.589)
H (-0.113, 3.970, 8.352)
H (0.796, 2.883, 7.223)
H (1.648, 5.087, 6.964)
H (0.025, 5.796, 6.808)
H (1.625, 3.942, 5.006)
H (1.026, 5.582, 4.659)
H (-1.631, 5.837, 4.766)
H (-0.867, 5.759, 3.181)
H (-2.259, 4.771, 3.459)
H (-0.719, 2.735, 2.633)
H (0.796, 3.652, 2.577)
H (0.618, 2.297, 3.659)
H (-3.385, 3.977, 6.679)
H (-2.203, 5.188, 6.826)
H (-2.611, 4.287, 8.267)
H (-2.043, 1.525, 4.394)
C (1.447, 2.621, -6.982)
C (1.142, 1.422, -7.955)
C (2.303, 1.414, -9.031)
C (2.262, 0.046, -9.842)
C (2.279, -1.193, -8.889)
C (1.239, -1.163, -7.729)
N (1.090, 0.181, -7.145)
O (0.201, 0.195, -6.091)
C (-0.061, -1.743, -8.224)
C (1.910, -2.016, -6.654)
C (-0.207, 1.774, -8.581)
H (2.402, 2.341, -6.537)
H (0.753, 2.739, -6.150)
H (1.597, 3.596, -7.445)
H (2.246, 2.211, -9.772)
H (3.287, 1.474, -8.566)
H (3.215, 0.001, -10.369)
H (1.437, 0.029, -10.555)
H (3.303, -1.353, -8.550)
H (2.176, -1.996, -9.618)
H (-0.405, -1.316, -9.166)
H (-0.064, -2.829, -8.325)
H (-0.893, -1.537, -7.551)
H (1.264, -2.270, -5.813)
H (2.257, -2.950, -7.094)
H (2.794, -1.474, -6.315)
H (-0.656, 0.967, -9.159)
H (-0.073, 2.638, -9.233)
H (-0.929, 2.041, -7.810)
H (0.641, 0.670, -5.382)
C (4.768, -6.992, 2.743)
C (4.055, -5.654, 3.005)
C (4.663, -5.106, 4.353)
C (4.436, -3.585, 4.597)
C (4.956, -2.825, 3.351)
C (4.279, -3.296, 2.012)
N (4.334, -4.745, 1.896)
O (3.964, -5.201, 0.577)
C (2.887, -2.773, 1.929)
C (5.151, -2.616, 0.917)
C (2.556, -5.698, 3.242)
H (5.858, -6.975, 2.710)
H (4.375, -7.391, 1.808)
H (4.481, -7.743, 3.479)
H (4.237, -5.695, 5.165)
H (5.742, -5.235, 4.268)
H (4.967, -3.194, 5.464)
H (3.387, -3.366, 4.799)
H (6.037, -2.848, 3.211)
H (4.746, -1.779, 3.575)
H (2.470, -3.024, 0.953)
H (2.214, -3.126, 2.710)
H (2.834, -1.702, 2.119)
H (4.942, -1.547, 0.946)
H (6.198, -2.860, 1.097)
H (4.998, -2.980, -0.099)
H (1.986, -5.786, 2.318)
H (2.222, -4.837, 3.820)
H (2.306, -6.613, 3.781)
H (3.027, -4.992, 0.602)


- The lowest max |F| belongs to which entry?
  C59H130B6F24N7O3


- Among the records above, which one has the highest frontier orbital gap?
  C59H130B6F24N7O3